{
  "formula": "C12H30ClN2NaO8",
  "method": "ωB97M-V/def2-TZVPD",
  "symbols": ["Na", "Cl", "O", "O", "O", "O", "C", "O", "C", "C", "N", "C", "C", "O", "C", "H", "H", "H", "H", "H", "H", "H", "H", "H", "H", "H", "H", "H", "H", "H", "C", "O", "C", "C", "N", "C", "C", "O", "C", "H", "H", "H", "H", "H", "H", "H", "H", "H", "H", "H", "H", "H", "H", "H"],
  "positions_angstrom": [[-0.8989, 0.3265, -1.4241], [0.1823, -0.4793, -4.3856], [0.8974, -0.7481, -5.6201], [-0.8206, 0.5384, -4.6384], [-0.3492, -1.7317, -3.9254], [1.1508, -0.0213, -3.3905], [-3.0910, 3.1598, -1.7769], [-1.7783, 2.6532, -1.6830], [-0.7553, 3.4542, -2.2761], [0.6309, 3.0110, -1.7383], [0.6087, 2.2321, -0.4697], [1.9658, 1.9380, -0.0339], [2.0393, 1.6014, 1.4767], [1.4595, 0.3007, 1.5708], [1.7872, -0.1943, 2.8932], [-3.8359, 2.3627, -1.7655], [-3.2318, 3.8093, -2.6407], [-3.3209, 3.6954, -0.8473], [-0.9742, 4.5235, -2.2583], [-0.8266, 3.1385, -3.3230], [1.2729, 3.8847, -1.6092], [1.0218, 2.3291, -2.4933], [0.1306, 2.7409, 0.2659], [2.7164, 2.6996, -0.2889], [2.3562, 1.0562, -0.5499], [1.4154, 2.3379, 1.9980], [3.0662, 1.6782, 1.8357], [2.7365, -0.7318, 2.8475], [1.0298, -0.9283, 3.1629], [1.8409, 0.5446, 3.6932], [1.4497, -4.4349, 1.7791], [1.7755, -3.1160, 1.3976], [1.8715, -2.7797, 0.0297], [0.4848, -2.7542, -0.6427], [-0.3778, -1.7021, -0.0334], [-1.5027, -2.1875, 0.7522], [-2.2403, -0.9793, 1.3268], [-1.4568, -0.4596, 2.3790], [-2.0313, 0.6450, 3.0013], [1.7247, -5.2145, 1.0638], [0.3520, -4.4980, 1.8264], [1.8343, -4.4973, 2.7946], [2.3954, -3.5676, -0.5248], [2.4239, -1.8452, -0.0103], [0.0864, -3.7692, -0.5681], [0.5079, -2.5608, -1.7167], [0.2310, -1.1191, 0.5331], [-1.2859, -2.7572, 1.6675], [-2.1728, -2.8625, 0.2187], [-3.1363, -1.3065, 1.8824], [-2.5981, -0.2264, 0.6110], [-2.2843, 1.4371, 2.2881], [-1.4933, 1.0312, 3.8659], [-2.9835, 0.3434, 3.4729]],
  "forces_ev_per_angstrom": [[0.5, 0.0, -0.3], [2.3, -0.7, -2.3], [-0.5, 0.5, 0.6], [-0.2, -0.3, 1.0], [-1.2, 0.1, 0.7], [-0.7, 0.6, 0.6], [-0.3, 0.3, 0.8], [-0.1, -0.5, 0.7], [-0.3, -1.1, -0.8], [-0.6, -0.2, 0.3], [-0.3, 0.2, -0.5], [1.0, -0.5, 0.6], [-1.1, 0.2, -2.4], [1.0, 0.7, 2.1], [-0.4, -1.2, -0.5], [0.3, -0.3, -0.5], [0.0, -0.1, -0.1], [0.1, 0.5, -0.2], [0.0, 0.0, 0.6], [0.5, 0.5, -0.2], [0.1, 0.0, -0.3], [0.4, 0.2, 0.1], [0.0, 0.2, -0.1], [-0.4, 0.5, 0.2], [-0.3, -0.1, -0.1], [0.1, -0.1, 0.4], [0.0, -0.3, 0.1], [0.1, 0.1, 0.0], [-0.1, 0.0, -0.1], [-0.2, 0.4, -0.3], [-1.4, 0.8, -0.2], [0.7, 0.5, 0.1], [-0.9, -1.2, -0.7], [0.2, 0.8, 0.1], [-0.1, -0.8, -0.4], [-0.4, 0.9, 0.9], [-1.2, -0.9, 1.3], [1.4, 0.5, -0.3], [-1.6, 0.0, 0.5], [0.7, 0.1, 0.2], [0.0, -0.2, 0.2], [0.2, -0.7, -0.2], [0.5, 0.1, 0.1], [-0.1, 0.1, -0.2], [-0.4, 0.2, 0.4], [0.5, 0.0, 0.0], [-0.2, 0.0, 0.4], [0.7, -0.1, -0.1], [0.0, 0.4, -0.6], [-0.3, -0.3, -0.7], [0.5, 0.1, -0.1], [0.3, 0.2, 0.0], [0.8, -0.1, -0.5], [-0.2, 0.0, -0.3]],
  "de_lowest_ev": 0.619,
  "total_energy_ev": -49220.4991,
  "homo_lumo_gap_ev": 9.02,
  "spin_multiplicity": 1
}

=====

{
  "formula": "C40H26BrI2N6O4S5SbV",
  "method": "ωB97M-V/def2-TZVPD",
  "symbols": ["V", "Br", "C", "C", "C", "C", "C", "C", "N", "N", "C", "C", "C", "C", "O", "C", "N", "C", "C", "C", "C", "H", "H", "H", "H", "H", "H", "H", "H", "H", "I", "C", "C", "C", "I", "C", "C", "C", "C", "N", "C", "C", "O", "H", "H", "H", "H", "C", "C", "C", "C", "C", "C", "C", "S", "O", "O", "N", "C", "C", "C", "C", "C", "C", "C", "C", "N", "C", "H", "H", "H", "H", "H", "H", "H", "H", "H", "H", "H", "H", "H", "S", "Sb", "S", "S", "S"],
  "positions_angstrom": [[-1.5426, -0.9530, 1.4136], [-1.3069, 5.9062, -10.7995], [-1.1877, 5.2324, -9.0231], [-0.6469, 6.0255, -8.0288], [-0.5514, 5.5200, -6.7363], [-0.9878, 4.2370, -6.4255], [-1.5452, 3.4645, -7.4439], [-1.6460, 3.9567, -8.7422], [-0.9285, 3.8447, -5.0528], [-1.0724, 2.6276, -4.9269], [-1.1587, 2.0795, -3.6624], [-1.1918, 0.6808, -3.6915], [-1.3551, -0.1147, -2.5819], [-1.4595, 0.4629, -1.3206], [-1.6239, -0.2830, -0.2887], [-1.4032, 1.9295, -1.2131], [-1.5084, 2.4227, 0.0329], [-1.5158, 3.7226, 0.2023], [-1.4333, 4.6221, -0.8727], [-1.3212, 4.1383, -2.1491], [-1.2796, 2.7364, -2.3681], [-0.3018, 7.0250, -8.2600], [-0.1302, 6.1241, -5.9392], [-1.9061, 2.4739, -7.1965], [-2.0793, 3.3509, -9.5281], [-1.0768, 0.2244, -4.6694], [-1.3799, -1.1948, -2.6528], [-1.6026, 4.0757, 1.2314], [-1.4822, 5.6907, -0.6901], [-1.2600, 4.8018, -2.9923], [-4.2945, -3.2547, -0.9310], [-2.7673, -4.4263, -0.1552], [-2.6416, -5.7676, -0.5728], [-1.6103, -6.5271, -0.1312], [-1.4977, -8.5083, -0.8215], [-0.6303, -6.0029, 0.7488], [0.4875, -6.7288, 1.2268], [1.3915, -6.1249, 2.0392], [1.1898, -4.7709, 2.3944], [0.1664, -4.0699, 1.9921], [-0.7590, -4.6493, 1.1792], [-1.8773, -3.8483, 0.7171], [-2.0127, -2.5630, 1.0801], [-3.3766, -6.1767, -1.2520], [0.6114, -7.7656, 0.9414], [2.2548, -6.6658, 2.4135], [1.9103, -4.2530, 3.0295], [6.1267, -3.0942, 3.0484], [4.8599, -2.5468, 2.4284], [4.6530, -2.6113, 1.0503], [3.5327, -2.0308, 0.4703], [2.6005, -1.3824, 1.2794], [2.7649, -1.3508, 2.6542], [3.8983, -1.9218, 3.2166], [1.1638, -0.7269, 0.4613], [1.6295, 0.1578, -0.5815], [0.4634, -1.9259, 0.0353], [0.2716, 0.0022, 1.5861], [0.7745, 1.1784, 2.2507], [2.0163, 1.7658, 2.0921], [2.4254, 2.8618, 2.8944], [1.6307, 3.3674, 3.8785], [0.3306, 2.8224, 4.0461], [-0.5890, 3.2682, 5.0323], [-1.8369, 2.7234, 5.0906], [-2.2015, 1.7430, 4.1283], [-1.3685, 1.3068, 3.2333], [-0.1095, 1.7867, 3.1979], [6.5957, -3.8346, 2.3971], [5.9290, -3.5592, 4.0177], [6.8506, -2.2897, 3.2112], [5.3776, -3.1252, 0.4244], [3.3711, -2.0650, -0.6038], [2.0143, -0.8847, 3.2815], [4.0354, -1.8790, 4.2933], [2.6949, 1.4144, 1.3357], [3.4106, 3.2869, 2.7218], [1.9620, 4.1815, 4.5177], [-0.2745, 4.0364, 5.7328], [-2.5570, 3.0237, 5.8443], [-3.1991, 1.3069, 4.1213], [-4.5315, -3.7204, 3.1403], [-3.7300, -1.6620, 3.6724], [-3.6376, -0.1909, 1.7371], [-1.3330, -1.5103, 3.6621], [-4.6747, -0.6492, 5.4770]],
  "forces_ev_per_angstrom": [[-0.5, 0.6, 2.5], [0.0, 0.0, 0.0], [0.0, 0.0, 0.0], [0.1, 0.0, 0.2], [0.1, 0.2, -0.1], [-0.1, 0.3, 0.0], [-0.1, -0.1, -0.2], [0.1, -0.2, 0.2], [0.0, 1.7, -0.8], [-0.1, -1.7, 0.8], [-0.1, -0.3, 0.4], [-0.1, 0.2, -0.2], [0.1, -0.1, -0.1], [-0.1, -0.1, 0.5], [-0.1, 1.5, -2.1], [0.0, -0.4, 0.1], [0.0, 0.0, 0.1], [0.0, -0.1, 0.0], [-0.1, 0.1, 0.1], [0.1, -0.4, -0.1], [0.0, 0.1, -0.4], [0.0, 0.0, 0.0], [-0.1, 0.0, -0.1], [0.0, 0.1, -0.1], [0.0, 0.0, 0.0], [-0.1, 0.0, 0.0], [0.0, 0.1, 0.0], [0.0, 0.0, -0.2], [0.0, -0.1, 0.0], [0.0, 0.1, -0.1], [0.0, 0.0, 0.0], [-0.1, 0.1, -0.1], [-0.2, 0.3, 0.0], [0.2, -0.2, 0.1], [0.0, 0.0, 0.0], [0.0, 0.2, 0.1], [-0.2, 0.0, -0.1], [0.2, 0.2, 0.2], [-0.1, 0.0, -0.1], [-0.2, -0.1, -0.2], [0.1, 0.1, 0.1], [0.5, 0.7, 0.3], [-0.1, -3.2, -1.2], [0.0, 0.0, 0.0], [0.0, 0.0, 0.0], [-0.1, 0.1, 0.0], [-0.1, -0.1, -0.1], [-0.1, 0.0, -0.1], [0.1, 0.0, 0.0], [-0.1, 0.0, 0.0], [0.0, 0.2, 0.2], [0.2, -0.1, -0.1], [-0.1, 0.0, 0.0], [0.1, 0.0, 0.0], [0.4, 0.0, 0.1], [0.1, -0.1, 0.2], [-0.1, 0.6, 0.2], [1.5, 0.8, 0.0], [-0.4, -0.6, -0.6], [-0.2, 0.0, 0.0], [0.0, -0.2, -0.1], [-0.2, 0.0, 0.1], [0.0, 0.1, 0.1], [0.1, 0.0, -0.1], [-0.1, -0.1, -0.1], [-0.1, 0.3, 0.2], [0.1, 0.4, -0.4], [-0.1, -0.2, 0.0], [0.0, 0.0, 0.0], [0.0, 0.0, -0.1], [0.0, 0.0, 0.0], [0.0, 0.1, 0.0], [0.0, 0.0, 0.2], [0.0, -0.1, 0.0], [0.0, 0.0, -0.1], [0.1, -0.1, -0.1], [-0.1, -0.1, 0.0], [0.0, -0.1, -0.1], [0.0, 0.0, 0.0], [0.1, 0.0, -0.1], [0.1, 0.1, 0.1], [0.1, 0.0, -0.1], [0.0, -0.1, 0.1], [-0.6, 0.0, 0.1], [-0.1, -0.5, 0.6], [0.0, 0.1, 0.0]],
  "de_lowest_ev": 0.693,
  "charge": -2,
  "total_energy_ev": -231683.3737,
  "homo_lumo_gap_ev": [5.40, 5.41],
  "spin_multiplicity": 2
}

=====

{
  "formula": "C52H36ClKN4O3",
  "method": "ωB97M-V/def2-TZVPD",
  "symbols": ["K", "C", "C", "C", "C", "C", "C", "C", "C", "C", "C", "C", "C", "C", "C", "C", "C", "C", "C", "C", "N", "C", "C", "C", "C", "C", "C", "C", "C", "C", "C", "C", "C", "N", "C", "C", "C", "C", "C", "N", "C", "C", "C", "C", "C", "C", "C", "C", "N", "H", "H", "H", "H", "H", "H", "H", "H", "H", "H", "H", "H", "H", "H", "H", "H", "H", "H", "H", "H", "H", "H", "H", "H", "H", "H", "H", "H", "Cl", "C", "C", "C", "C", "O", "C", "C", "O", "C", "H", "H", "H", "H", "C", "O", "H", "H", "H", "H"],
  "positions_angstrom": [[0.1782, 0.6566, -0.4689], [3.1172, -5.7914, -4.4644], [1.8179, -5.3093, -4.5720], [1.3932, -4.2607, -3.7732], [2.2709, -3.6636, -2.8653], [3.5710, -4.1561, -2.7612], [3.9915, -5.2155, -3.5550], [1.8055, -2.5316, -2.0206], [2.5974, -1.4067, -1.9533], [3.7366, -1.0514, -2.7927], [4.1532, 0.1740, -2.4030], [3.2746, 0.5835, -1.2894], [3.4161, 1.8274, -0.5412], [4.4645, 2.7485, -1.0373], [4.4289, 3.2776, -2.3308], [5.4145, 4.1370, -2.7908], [6.4678, 4.5062, -1.9652], [6.5241, 3.9947, -0.6757], [5.5439, 3.1233, -0.2264], [2.7072, 2.2119, 0.6125], [1.7772, 1.5187, 1.2790], [1.2576, 2.2971, 2.2767], [0.1777, 1.9416, 3.0515], [-0.2252, 2.6843, 4.2507], [0.6880, 3.3522, 5.0789], [0.2705, 4.0429, 6.2058], [-1.0702, 4.0720, 6.5623], [-1.9886, 3.3871, 5.7731], [-1.5743, 2.7042, 4.6449], [-0.5971, 0.7145, 2.7344], [-0.5730, -0.4984, 3.3819], [-1.3290, -1.4069, 2.6103], [-1.8157, -0.7210, 1.5210], [-1.3993, 0.5964, 1.6152], [-2.4069, -1.3875, 0.2719], [-1.3491, -2.2849, -0.3752], [-1.1391, -3.6556, -0.1571], [0.0624, -3.9642, -0.8092], [0.5365, -2.7546, -1.3478], [-0.3554, -1.7535, -1.1017], [-3.6721, -2.1950, 0.5742], [-4.1890, -3.0105, -0.4341], [-5.3927, -3.6717, -0.2622], [-6.1060, -3.5272, 0.9228], [-5.6023, -2.7190, 1.9266], [-4.3924, -2.0555, 1.7521], [1.9711, 3.5943, 2.2684], [2.8455, 3.5513, 1.2555], [2.3944, -0.3644, -1.0564], [3.4437, -6.6187, -5.0844], [1.1307, -5.7566, -5.2808], [0.3779, -3.8855, -3.8360], [4.2422, -3.6984, -2.0453], [5.0031, -5.5922, -3.4567], [4.1442, -1.6498, -3.5956], [4.9701, 0.7421, -2.8188], [3.6030, 3.0109, -2.9795], [5.3494, 4.5297, -3.7993], [7.2336, 5.1857, -2.3210], [7.3416, 4.2633, -0.0158], [5.5979, 2.7076, 0.7725], [1.7443, 3.2967, 4.8514], [1.0083, 4.5441, 6.8230], [-1.3933, 4.6040, 7.4494], [-3.0397, 3.3830, 6.0387], [-2.2969, 2.1678, 4.0425], [0.0116, -0.7139, 4.2637], [-1.4177, -2.4736, 2.7526], [-1.7672, -4.3282, 0.4082], [0.5566, -4.9243, -0.8591], [-3.6341, -3.1114, -1.3579], [-5.7788, -4.2996, -1.0569], [-7.0525, -4.0393, 1.0550], [-6.1541, -2.5896, 2.8504], [-3.9978, -1.4147, 2.5292], [1.7496, 4.4430, 2.8972], [3.4812, 4.3537, 0.9137], [-7.0654, 3.2049, 1.0664], [-5.7738, 2.1448, 0.5198], [-6.0699, 1.1277, -0.3626], [-5.0397, 0.2898, -0.7716], [-3.7485, 0.4845, -0.3047], [-2.7579, -0.3749, -0.7138], [-3.4501, 1.5436, 0.5551], [-2.0061, 1.9107, 0.8714], [-1.3743, 2.3193, -0.1803], [-4.4850, 2.3664, 0.9769], [-7.0825, 0.9858, -0.7148], [-5.2315, -0.5374, -1.4415], [-1.9976, 2.6107, 1.7349], [-4.2756, 3.1955, 1.6418], [-0.0895, -0.8105, -4.3456], [-1.2223, -1.5085, -3.8729], [0.6351, -1.4958, -4.8056], [0.4262, -0.2945, -3.5353], [-0.3927, -0.0752, -5.0967], [-1.1334, -1.5639, -2.9012]],
  "forces_ev_per_angstrom": [[0.3, -0.3, -0.8], [0.0, -0.1, 0.0], [0.0, 0.0, 0.0], [0.0, 0.0, 0.0], [0.0, 0.1, 0.1], [0.0, 0.0, -0.1], [0.0, 0.0, 0.0], [0.0, -0.2, -0.2], [0.0, 0.3, 0.3], [0.1, -0.1, -0.1], [-0.1, -0.1, 0.0], [0.2, 0.1, 0.1], [-0.1, -0.3, 0.0], [0.1, 0.1, 0.1], [0.0, 0.0, 0.0], [0.0, 0.0, 0.0], [0.1, 0.0, 0.0], [0.0, 0.0, 0.0], [-0.1, 0.0, 0.0], [0.1, 0.0, 0.1], [0.1, -0.4, 0.1], [0.0, 0.1, -0.1], [0.0, -0.1, 0.1], [0.0, 0.0, 0.0], [0.0, 0.0, 0.0], [0.0, 0.0, 0.0], [0.0, 0.0, 0.0], [0.0, 0.0, 0.0], [0.1, 0.0, 0.0], [0.0, 0.2, -0.2], [0.1, 0.0, 0.1], [0.0, 0.0, -0.1], [0.1, 0.0, -0.1], [-0.2, -0.1, 0.0], [0.0, 0.1, 0.1], [-0.1, 0.2, 0.1], [0.1, -0.1, 0.0], [-0.1, 0.0, 0.1], [0.2, 0.1, -0.1], [0.0, 0.0, 0.1], [0.0, 0.0, -0.1], [0.0, 0.0, 0.0], [0.0, 0.0, 0.0], [0.0, 0.0, 0.0], [0.0, 0.0, 0.1], [0.0, 0.0, 0.0], [0.0, 0.1, 0.0], [-0.1, 0.0, 0.0], [-0.1, -0.3, 0.1], [0.0, 0.0, 0.0], [0.0, 0.0, 0.0], [0.0, 0.0, 0.0], [0.0, 0.0, 0.0], [0.0, 0.0, 0.0], [0.0, 0.0, 0.0], [0.0, 0.0, 0.0], [0.0, 0.0, 0.0], [0.0, 0.0, 0.0], [0.0, 0.0, 0.0], [0.0, 0.0, 0.0], [0.0, 0.0, 0.0], [0.0, 0.0, 0.0], [0.0, 0.0, 0.0], [0.0, 0.0, 0.0], [0.0, 0.0, 0.0], [0.0, 0.0, 0.0], [0.0, 0.0, 0.0], [0.0, 0.0, 0.0], [0.0, 0.0, 0.0], [0.0, 0.0, 0.0], [0.0, 0.0, 0.0], [0.0, 0.0, 0.0], [0.0, 0.0, 0.0], [0.0, 0.0, 0.0], [0.0, 0.0, 0.0], [0.0, 0.0, 0.0], [0.0, 0.0, 0.0], [0.0, 0.0, 0.0], [0.0, 0.1, 0.1], [0.0, 0.0, -0.1], [0.0, 0.0, 0.1], [0.0, 0.0, 0.0], [0.1, -0.1, 0.0], [-0.1, 0.0, 0.0], [0.0, -0.1, 0.1], [-0.7, 0.8, 0.3], [0.0, -0.1, -0.1], [0.0, 0.0, 0.0], [0.0, 0.0, 0.0], [0.0, -0.1, 0.0], [0.0, 0.0, 0.0], [0.0, -0.1, 0.0], [0.0, 0.0, 0.0], [0.0, 0.0, 0.0], [0.0, 0.1, 0.0], [0.0, 0.0, 0.0], [0.0, 0.0, 0.0]],
  "de_lowest_ev": 1.067,
  "charge": -2,
  "total_energy_ev": -95460.0274,
  "homo_lumo_gap_ev": 5.11,
  "spin_multiplicity": 1
}

=====

{
  "formula": "C6H9PS",
  "method": "ωB97M-V/def2-TZVPD",
  "symbols": ["C", "C", "C", "C", "C", "C", "P", "S", "H", "H", "H", "H", "H", "H", "H", "H", "H"],
  "positions_angstrom": [[0.7870, 1.5890, 1.8065], [0.2022, -2.5792, -0.6715], [-0.0529, 1.4668, -1.9531], [0.2422, 0.3724, 1.7809], [-0.4457, -1.8030, 0.2105], [0.3368, 0.5676, -1.0772], [-0.7151, -0.0658, 0.2493], [-3.0599, 0.7399, 0.2730], [1.2552, 1.9463, 2.6733], [0.8236, 2.2490, 0.9278], [0.1976, -3.6582, -0.6107], [0.8147, -2.1624, -1.5651], [0.5092, 2.0217, -2.7374], [-1.0709, 1.7473, -1.9568], [0.0726, -0.2006, 2.6776], [-1.1768, -2.3135, 0.8809], [1.2802, 0.0826, -0.9081]],
  "forces_ev_per_angstrom": [[-0.2, -0.6, -1.2], [1.0, 1.5, -1.2], [0.7, 0.7, -1.1], [-1.2, 1.3, -1.2], [-1.4, -2.2, -0.5], [-0.3, -0.4, 0.9], [-2.5, 1.9, 0.5], [3.8, -1.4, -0.1], [0.6, 0.5, 1.2], [-0.1, -0.4, 0.4], [-0.2, 0.0, 0.1], [-1.1, -0.6, 1.8], [0.1, -1.0, 0.7], [-1.2, 0.3, 0.3], [0.2, -0.3, 0.0], [0.9, 0.3, -0.1], [0.8, 0.4, -0.6]],
  "de_lowest_ev": 2.313,
  "total_energy_ev": -26488.2080,
  "homo_lumo_gap_ev": 7.60,
  "spin_multiplicity": 1
}

=====

What did the fourth record say?
{
  "formula": "C6H9PS",
  "method": "ωB97M-V/def2-TZVPD",
  "symbols": ["C", "C", "C", "C", "C", "C", "P", "S", "H", "H", "H", "H", "H", "H", "H", "H", "H"],
  "positions_angstrom": [[0.7870, 1.5890, 1.8065], [0.2022, -2.5792, -0.6715], [-0.0529, 1.4668, -1.9531], [0.2422, 0.3724, 1.7809], [-0.4457, -1.8030, 0.2105], [0.3368, 0.5676, -1.0772], [-0.7151, -0.0658, 0.2493], [-3.0599, 0.7399, 0.2730], [1.2552, 1.9463, 2.6733], [0.8236, 2.2490, 0.9278], [0.1976, -3.6582, -0.6107], [0.8147, -2.1624, -1.5651], [0.5092, 2.0217, -2.7374], [-1.0709, 1.7473, -1.9568], [0.0726, -0.2006, 2.6776], [-1.1768, -2.3135, 0.8809], [1.2802, 0.0826, -0.9081]],
  "forces_ev_per_angstrom": [[-0.2, -0.6, -1.2], [1.0, 1.5, -1.2], [0.7, 0.7, -1.1], [-1.2, 1.3, -1.2], [-1.4, -2.2, -0.5], [-0.3, -0.4, 0.9], [-2.5, 1.9, 0.5], [3.8, -1.4, -0.1], [0.6, 0.5, 1.2], [-0.1, -0.4, 0.4], [-0.2, 0.0, 0.1], [-1.1, -0.6, 1.8], [0.1, -1.0, 0.7], [-1.2, 0.3, 0.3], [0.2, -0.3, 0.0], [0.9, 0.3, -0.1], [0.8, 0.4, -0.6]],
  "de_lowest_ev": 2.313,
  "total_energy_ev": -26488.2080,
  "homo_lumo_gap_ev": 7.60,
  "spin_multiplicity": 1
}